Entry 1:
C12H10Br2MgN2O6 as an isolated structure, computed with the ωB97M-V functional and the def2-TZVPD basis.

Structure (XYZ):
```
33
Properties=species:S:1:pos:R:3:lowdin_charge:R:1
Mg 0.186 -0.268 -0.365 0.719
O -1.854 3.344 1.636 0.111
C -1.395 2.263 0.919 -0.358
O -0.219 2.058 0.568 0.071
C -2.364 1.141 0.817 -0.185
C -3.679 1.153 1.230 0.023
C -4.430 0.022 0.968 -0.038
C -3.890 -1.030 0.259 0.048
C -2.524 -0.934 -0.156 -0.092
N -1.788 0.144 0.165 0.107
C -1.821 -2.081 -0.919 -0.556
O -2.318 -3.183 -1.117 0.074
O -0.637 -1.764 -1.350 -0.147
H -1.128 3.953 1.928 0.157
H -4.115 1.984 1.853 0.149
H -5.445 -0.056 1.329 0.117
H -4.445 -1.982 0.132 0.140
Br 0.737 0.587 -3.627 0.579
C 0.734 -1.389 -3.936 -0.937
Br 2.341 -2.271 -3.202 0.567
H 0.704 -1.492 -5.030 0.006
H -0.093 -1.827 -3.435 -0.045
O 1.169 -1.132 1.302 -0.045
C 2.171 -0.385 1.014 -0.508
C 3.373 -0.438 1.869 -0.101
C 4.321 0.534 1.169 -0.078
C 3.516 0.989 -0.123 -0.448
O 3.916 1.732 -1.008 0.047
N 2.244 0.407 -0.099 0.092
H 3.782 -1.514 1.915 0.158
H 3.097 -0.094 2.890 0.134
H 5.235 0.073 0.732 0.123
H 4.618 1.457 1.672 0.113
```

Output
**Relative energy (zero: lowest compared OMol25 entry of this formula, charge and spin)**: 0.00 kJ/mol
**HOMO energy**: -9.3 eV
**Kohn-Sham gap**: 0.29561 Ha
**E**: -173405.76230 eV
**Max |F|**: 0.0620 hartree/bohr

---

Entry 2:
C12H10Br2N2O3Pd as an isolated structure, computed with the ωB97M-V functional and the def2-TZVPD basis.

Structure (XYZ):
```
30
Properties=species:S:1:pos:R:3:lowdin_charge:R:1
Pd 0.432 0.624 -0.974 0.991
N 1.503 0.131 -2.644 -0.051
C 1.656 1.150 -3.722 -0.188
C 0.294 1.714 -4.077 -0.087
C -0.163 2.673 -3.002 -0.570
O -0.340 3.844 -3.121 0.169
O -0.381 2.117 -1.782 -0.172
H 2.422 -0.190 -2.344 0.118
H 1.013 -0.675 -3.029 0.117
H 2.108 0.680 -4.596 0.136
H 2.344 1.916 -3.369 0.140
H -0.433 0.901 -4.151 0.130
H 0.326 2.244 -5.026 0.142
Br 3.615 -0.657 3.041 1.091
C 1.816 -0.895 3.013 -0.559
C 1.122 -1.411 4.067 -0.127
C -0.279 -1.586 4.001 -0.526
Br -1.084 -2.281 5.470 1.133
C -1.068 -1.223 2.836 -0.161
C -2.454 -1.392 2.740 0.040
C -3.093 -0.995 1.579 0.039
C -2.346 -0.433 0.552 -0.019
N -1.021 -0.263 0.636 0.075
C -0.408 -0.663 1.742 -0.132
C 1.086 -0.512 1.750 -0.279
O 1.690 -0.090 0.784 0.035
H 1.641 -1.697 4.972 0.123
H -3.019 -1.830 3.552 0.111
H -4.162 -1.108 1.467 0.141
H -2.815 -0.095 -0.363 0.142
```

Output
**HOMO energy**: -15.2 eV
**Kohn-Sham gap**: 0.16607 Ha
**Net charge**: +2
**E**: -165275.27624 eV
**Max |F|**: 0.0162 hartree/bohr

---

Entry 3:
C12H10CeClN3 as an isolated structure, computed with the ωB97M-V functional and the def2-TZVPD basis.

Structure (XYZ):
```
27
Properties=species:S:1:pos:R:3:lowdin_charge:R:1
C 1.492 -0.099 -2.039 -0.196
C 0.556 -1.177 -2.303 -0.148
C 0.770 -2.203 -1.298 -0.162
H -0.222 -1.171 -3.077 0.135
C 1.818 -1.748 -0.398 -0.159
C 2.271 -0.452 -0.866 -0.174
H 2.976 0.211 -0.353 0.130
H 1.533 0.859 -2.565 0.113
H 0.190 -3.126 -1.191 0.120
H 2.138 -2.239 0.530 0.132
Ce -0.037 -0.112 -0.097 0.729
Cl -0.759 1.976 -1.284 0.296
C -2.097 0.099 1.200 -0.197
C -1.365 -0.976 1.848 -0.162
C -1.349 -2.113 0.945 -0.154
H -0.805 -0.889 2.789 0.131
C -2.077 -1.754 -0.249 -0.146
C -2.542 -0.389 -0.104 -0.181
H -3.035 0.215 -0.875 0.113
H -2.153 1.139 1.546 0.127
H -0.809 -3.050 1.121 0.124
H -2.197 -2.363 -1.152 0.127
N 0.756 1.762 1.066 -0.012
C 0.818 2.914 1.081 -0.374
N 0.850 4.164 1.036 0.104
C 1.388 4.915 1.926 -0.396
N 1.892 5.607 2.764 0.081
```

Output
**Relative energy (zero: lowest compared OMol25 entry of this formula, charge and spin)**: 0.00 kJ/mol
**HOMO energy**: -8.6 eV
**Kohn-Sham gap**: 0.26388 Ha
**E**: -42526.32340 eV
**Max |F|**: 0.1255 hartree/bohr

---

Entry 4:
An isolated molecule of C12H10Cl2, computed with the ωB97M-V functional and the def2-TZVPD basis.

Structure (XYZ):
```
24
Properties=species:S:1:pos:R:3:lowdin_charge:R:1
C -1.802 -2.742 -1.342 -0.076
C -0.950 -1.918 -2.019 -0.081
C -1.837 -2.660 0.044 -0.080
C -0.311 -0.865 -1.392 -0.095
C -0.986 -1.823 0.711 -0.041
C -0.171 -0.857 -0.004 -0.279
C 1.552 2.966 0.661 -0.060
C 2.331 1.942 0.011 -0.085
C 0.380 2.728 1.283 -0.140
C 1.889 0.689 -0.097 -0.124
C -0.355 1.488 1.103 -0.549
C 0.648 0.179 0.674 -0.702
Cl -1.338 1.786 -0.387 0.695
Cl 1.291 -0.430 2.242 0.694
H -2.429 -3.460 -1.700 0.075
H -1.042 -2.024 -3.098 0.111
H -2.376 -3.261 0.688 0.083
H 0.224 -0.233 -2.067 0.103
H -1.109 -1.916 1.758 0.086
H 1.877 3.909 0.663 0.065
H 3.272 1.981 -0.551 0.117
H -0.161 3.469 1.644 0.066
H 2.409 -0.198 -0.662 0.159
H -1.006 1.248 1.840 0.058
```

Output
**HOMO energy (spin up / spin down)**: -6.0 / -9.2 eV
**Kohn-Sham gap (spin up / spin down)**: 0.25271 / 0.24433 Ha
**Expectation value of S²**: 2.01
**E**: -37645.77192 eV
**Multiplicity**: 3
**Max |F|**: 0.1504 hartree/bohr

---

Entry 5:
C12H10Cl4N2O2STi as an isolated structure, computed with the ωB97M-V functional and the def2-TZVPD basis.

Structure (XYZ):
```
32
Properties=species:S:1:pos:R:3:lowdin_charge:R:1
Ti -0.619 0.684 -1.180 0.578
Cl 1.501 1.605 -0.140 0.739
C 1.228 1.340 1.592 -0.584
C 2.319 1.507 2.417 -0.092
C 2.139 1.297 3.776 -0.051
C 0.899 0.925 4.264 -0.084
C -0.175 0.764 3.401 -0.679
Cl -1.700 0.293 4.051 0.720
C -0.044 0.975 2.022 -0.667
S -1.435 0.815 0.956 0.664
H 3.278 1.796 2.012 0.116
H 2.970 1.426 4.455 0.120
H 0.748 0.756 5.321 0.117
Cl -0.878 3.104 -2.083 0.647
C -2.257 2.773 -3.268 -0.900
Cl -3.378 4.084 -3.260 0.723
C -2.872 1.413 -2.854 -0.681
O -4.044 1.218 -2.846 0.150
O -1.922 0.541 -2.558 -0.222
H -1.757 2.695 -4.229 0.084
C -0.229 -2.522 0.771 0.013
C 0.277 -2.348 -0.615 -0.335
N 0.234 -1.247 -1.360 -0.045
C 0.851 -1.546 -2.567 -0.104
C 1.265 -2.832 -2.546 -0.041
N 0.901 -3.312 -1.308 0.131
H -1.232 -2.115 0.870 0.072
H 0.417 -2.001 1.480 0.093
H -0.250 -3.578 1.037 0.094
H 0.939 -0.828 -3.366 0.119
H 1.767 -3.436 -3.278 0.129
H 1.058 -4.247 -0.966 0.176
```

Output
**Relative energy (zero: lowest compared OMol25 entry of this formula, charge and spin)**: 47.04 kJ/mol
**HOMO energy (spin up / spin down)**: -11.9 / -11.9 eV
**Kohn-Sham gap (spin up / spin down)**: 0.29580 / 0.30018 Ha
**Expectation value of S²**: 0.76
**Net charge**: +1
**E**: -103718.83696 eV
**Multiplicity**: 2
**Max |F|**: 0.0125 hartree/bohr

---

Entry 6:
An isolated molecule of C12H10ClN3O3, computed with the ωB97M-V functional and the def2-TZVPD basis.

Structure (XYZ):
```
29
Properties=species:S:1:pos:R:3:lowdin_charge:R:1
O 4.465 -2.005 -4.506 0.038
N 4.614 -1.302 -3.497 -0.344
O 5.712 -1.149 -2.940 0.081
C 3.494 -0.698 -2.944 -0.191
C 3.388 -0.578 -1.589 -0.007
N 2.288 -0.093 -1.015 0.171
C 1.329 0.380 -1.804 -0.332
O 0.125 0.865 -1.314 -0.006
C -0.238 0.491 -0.005 -0.194
C -1.643 1.008 0.171 -0.150
C -2.173 0.588 1.491 -0.235
C -2.027 1.391 2.630 -0.041
C -2.515 0.978 3.875 -0.085
C -3.143 -0.252 3.985 -0.101
C -3.339 -1.050 2.860 -0.096
C -2.892 -0.647 1.616 -0.031
N 1.401 0.352 -3.143 0.158
C 2.445 -0.213 -3.701 -0.577
Cl 2.461 -0.294 -5.464 0.740
H 4.191 -0.869 -0.942 0.134
H -0.200 -0.621 0.112 0.147
H 0.433 0.983 0.719 0.137
H -2.300 0.620 -0.591 0.120
H -1.668 2.094 0.077 0.127
H -1.504 2.344 2.502 0.115
H -2.410 1.595 4.773 0.106
H -3.505 -0.619 4.943 0.102
H -3.771 -2.032 2.975 0.099
H -3.020 -1.269 0.725 0.115
```

Output
**Relative energy (zero: lowest compared OMol25 entry of this formula, charge and spin)**: 11.68 kJ/mol
**HOMO energy**: -9.4 eV
**Kohn-Sham gap**: 0.30721 Ha
**E**: -35738.17540 eV
**Max |F|**: 0.0824 hartree/bohr
**SMILES**: O=[N+]([O-])c1cnc(OCCc2ccccc2)nc1Cl

---

Entry 7:
C12H10ClN3Sm as an isolated structure, computed with the ωB97M-V functional and the def2-TZVPD basis.

Structure (XYZ):
```
27
Properties=species:S:1:pos:R:3:lowdin_charge:R:1
C -2.315 -1.009 -0.392 -0.274
C -1.676 -1.198 -1.681 -0.212
C -1.450 0.111 -2.255 -0.219
H -1.358 -2.158 -2.097 0.101
C -1.914 1.112 -1.316 -0.219
C -2.463 0.416 -0.164 -0.252
H -2.788 0.877 0.775 0.096
H -2.532 -1.795 0.334 0.078
H -0.946 0.311 -3.198 0.090
H -1.776 2.194 -1.398 0.095
Sm -0.032 -0.070 -0.037 1.252
Cl 0.179 -2.234 1.235 -0.051
C 2.460 0.072 -0.036 -0.271
C 2.042 1.328 -0.639 -0.233
C 1.522 1.035 -1.956 -0.211
H 2.000 2.298 -0.133 0.094
C 1.612 -0.398 -2.172 -0.201
C 2.181 -0.994 -0.987 -0.254
H 2.273 -2.064 -0.793 0.076
H 2.719 -0.072 1.022 0.094
H 1.077 1.759 -2.638 0.090
H 1.253 -0.945 -3.043 0.094
N -0.052 0.585 2.097 -0.071
C -0.021 0.113 3.193 -0.389
N 0.012 -0.438 4.356 0.067
C 0.000 0.298 5.455 -0.428
N -0.008 0.868 6.467 0.058
```

Output
**HOMO energy (spin up / spin down)**: -5.3 / -5.3 eV
**Kohn-Sham gap (spin up / spin down)**: 0.28590 / 0.28667 Ha
**Expectation value of S²**: 8.76
**Net charge**: -1
**E**: -47506.01653 eV
**Multiplicity**: 6
**Max |F|**: 0.0728 hartree/bohr

---

Entry 8:
An isolated molecule of C12H10ClOP, computed with the ωB97M-V functional and the def2-TZVPD basis.

Structure (XYZ):
```
25
Properties=species:S:1:pos:R:3:lowdin_charge:R:1
C 2.251 -0.042 -0.629 0.026
C 1.031 0.406 -0.609 -0.171
C 0.095 0.217 0.589 -0.224
C 0.360 0.834 1.730 -0.414
C 1.383 1.925 1.767 -0.149
C 1.427 2.901 0.815 0.051
P -0.554 0.424 3.246 0.683
Cl 0.160 -1.461 3.366 0.321
O -1.981 -0.142 2.589 -0.354
C -2.002 -0.776 1.374 -0.281
C -3.173 -1.563 1.097 0.003
C -3.253 -2.181 -0.073 -0.114
C -2.261 -2.068 -1.025 -0.054
C -1.044 -1.390 -0.754 0.003
C -1.021 -0.657 0.406 -0.189
H 2.811 0.046 -1.642 0.102
H 2.771 -0.734 -0.100 0.037
H 0.491 0.980 -1.406 0.139
H 1.702 1.896 2.794 0.077
H 2.204 3.630 0.889 0.057
H 0.952 2.743 -0.064 0.016
H -3.766 -1.711 1.993 0.125
H -4.046 -2.806 -0.272 0.087
H -2.499 -2.668 -1.906 0.105
H -0.199 -1.440 -1.439 0.117
```

Output
**Relative energy (zero: lowest compared OMol25 entry of this formula, charge and spin)**: 47.50 kJ/mol
**HOMO energy**: -8.3 eV
**Kohn-Sham gap**: 0.30337 Ha
**E**: -36462.61777 eV
**Max |F|**: 0.1100 hartree/bohr
**SMILES**: C=CC1=C(C=C)P(Cl)Oc2ccccc21